1.
Here is 11 unconnected molecules or ions with the total composition C14H38N10O22 from OMol25. Energies are from ωB97M-V/def2-TZVPD.

```
84
Properties=species:S:1:pos:R:3:forces:R:3:mulliken_charge:R:1
C -1.65966 3.23473 6.86099 -0.461 -0.592 0.223 -0.783
N -1.06203 2.85447 5.55409 0.076 0.818 0.272 0.854
O 0.08288 2.50440 5.56426 1.009 -0.583 0.207 -0.517
O -1.70776 3.02346 4.55120 -1.005 0.070 -0.612 -0.471
H -1.52701 4.30230 6.99771 0.202 0.009 -0.016 0.288
H -1.15387 2.63348 7.60776 0.113 0.264 0.128 0.304
H -2.72036 2.99997 6.85495 0.011 0.049 -0.202 0.307
C -3.04163 -1.75296 -0.88051 0.688 -0.038 0.448 -0.641
N -3.21845 -2.42562 -2.19184 0.303 0.376 -0.321 1.122
O -3.89038 -1.87308 -3.02905 -0.526 0.246 0.002 -0.569
O -2.60831 -3.45357 -2.38389 0.116 -0.485 0.229 -0.601
H -2.09686 -2.12067 -0.48568 -0.089 -0.036 0.042 0.229
H -3.83418 -2.01793 -0.18754 -0.243 -0.007 -0.254 0.402
H -2.96858 -0.68062 -1.03237 -0.258 0.002 -0.067 0.056
C -2.52895 1.40051 -3.22874 0.421 0.470 -0.375 -0.710
N -2.00420 0.53465 -4.32468 -0.056 0.445 0.317 0.926
O -1.41488 -0.46459 -3.98269 0.142 -0.562 0.007 -0.457
O -2.13383 0.91320 -5.46682 -0.062 -0.049 -0.267 -0.580
H -3.39114 0.92675 -2.77461 0.032 -0.094 0.032 0.255
H -2.76712 2.36041 -3.67323 -0.261 -0.059 0.027 0.409
H -1.69232 1.52133 -2.54710 -0.261 -0.143 0.334 0.170
C 1.08632 2.02640 -6.00008 0.450 -0.748 -0.089 -0.690
N 2.10139 2.66329 -5.10199 -0.870 -0.431 -0.167 0.941
O 2.69506 1.95241 -4.33033 0.515 -0.246 0.296 -0.512
O 2.19615 3.86306 -5.17822 0.257 0.522 -0.061 -0.559
H 0.97030 0.97096 -5.76114 -0.055 0.171 0.530 0.209
H 1.50724 2.00601 -7.00342 -0.247 0.658 -0.089 0.327
H 0.17320 2.58969 -5.86346 -0.071 0.047 -0.413 0.278
C 0.83879 -2.22905 2.33768 -0.433 0.288 0.576 -0.435
N 1.70486 -2.81192 1.29974 0.590 0.277 -0.194 1.080
O 2.90104 -2.78082 1.50663 0.058 0.017 0.192 -0.600
O 1.21040 -3.25349 0.28329 -0.415 -0.065 0.034 -0.552
H -0.16050 -2.63446 2.22518 0.073 -0.168 0.101 0.272
H 0.78243 -1.14918 2.22972 0.243 -0.053 -0.476 -0.117
H 1.30165 -2.38979 3.30551 -0.106 -0.385 -0.017 0.334
C -3.02730 3.84436 1.38081 -0.108 0.161 0.110 -0.579
N -4.08899 3.77182 0.32588 0.152 0.025 0.621 0.914
O -5.21313 3.97470 0.73362 -0.278 0.084 -0.118 -0.558
O -3.80160 3.46138 -0.80271 0.238 0.026 -0.371 -0.528
H -2.02723 3.86326 0.96830 -0.128 -0.248 -0.314 0.185
H -3.21833 2.96860 1.99369 0.260 -0.046 0.053 0.225
H -3.20703 4.73398 1.97639 -0.180 0.006 -0.063 0.370
C 4.24907 -1.57824 -1.07226 0.051 0.206 -0.248 0.169
N 5.45754 -2.28511 -1.58012 -0.149 0.380 0.202 0.991
O 5.79251 -3.26850 -0.96441 0.128 -0.448 0.126 -0.586
O 6.03528 -1.82130 -2.53250 0.141 0.114 -0.412 -0.589
H 4.20955 -0.57779 -1.49282 0.156 -0.055 -0.115 0.217
H 4.35786 -1.56716 0.00346 -0.276 -0.169 0.037 -0.069
H 3.39121 -2.15464 -1.40773 0.000 -0.108 0.211 -0.171
C 0.43391 -4.13927 -3.52523 0.062 -0.146 -0.325 -0.844
N 1.70437 -3.35857 -3.47583 0.142 0.326 -0.823 1.047
O 2.69320 -3.89020 -3.01988 -0.179 -0.223 0.578 -0.564
O 1.72679 -2.29105 -4.05670 -0.257 0.310 0.308 -0.533
H 0.11146 -4.45350 -2.53904 0.376 -0.148 0.091 0.278
H 0.74471 -4.95757 -4.17271 -0.415 -0.333 0.268 0.353
H -0.35968 -3.57159 -3.99786 0.234 0.296 -0.016 0.283
C -3.29223 -2.61935 4.67607 -0.077 0.989 0.274 -0.820
N -2.38442 -1.62246 4.00237 -0.136 -0.108 0.665 0.915
O -1.31025 -1.41649 4.53342 0.068 -0.080 -0.262 -0.514
O -2.80175 -1.04991 3.02234 0.059 -0.095 -0.332 -0.476
H -3.05026 -2.56835 5.73244 0.216 -0.336 -0.044 0.309
H -3.13926 -3.59917 4.24218 -0.021 -0.019 -0.066 0.291
H -4.29260 -2.21736 4.54800 -0.091 -0.362 -0.299 0.310
C 4.64914 0.36645 2.14497 -0.613 0.842 0.117 -0.416
N 3.74503 1.36955 2.81307 0.144 0.470 0.244 0.869
O 4.13102 2.52573 2.83112 -0.181 -0.424 -0.055 -0.557
O 2.68822 0.98957 3.28257 0.306 -0.196 -0.220 -0.483
H 5.59724 0.87841 2.04357 0.184 -0.286 0.060 0.335
H 4.19514 0.22896 1.16673 0.065 -0.290 0.046 0.020
H 4.64271 -0.52706 2.75601 0.088 -0.132 -0.157 0.266
O -1.43158 1.42417 -0.06791 0.337 -0.029 -0.472 -0.571
C -0.50669 1.03007 0.60339 -0.790 -0.469 0.608 0.695
O 0.34639 0.06565 0.23962 1.056 -0.489 0.555 0.107
C 0.38991 -0.46000 -1.09448 -0.599 0.992 -1.121 1.390
C 1.05423 0.57378 -2.00439 -0.641 0.030 0.110 -1.337
C -0.29937 1.42739 2.04105 0.496 1.056 -0.302 -0.367
H -0.64548 -0.63837 -1.38826 0.115 0.103 -0.316 -0.731
H 0.89684 -1.41746 -1.14761 0.191 0.029 0.710 -0.268
H 1.04291 0.28180 -3.05255 0.039 -0.233 0.075 0.219
H 2.07908 0.80377 -1.72024 0.029 -0.125 0.102 0.363
H 0.46244 1.48701 -1.91115 0.193 0.150 -0.106 0.359
H -0.98431 2.22047 2.31630 -0.557 -0.450 0.037 -0.125
H 0.64984 1.94763 2.19641 0.319 -0.607 -0.135 0.223
H -0.36578 0.56825 2.70130 -0.048 0.074 0.111 0.012
```
Forces are in eV/Å.

Properties
charge: 0
ΔE to the lowest compared entry with this formula, charge and spin: 0.0 kcal per mole
HOMO-LUMO gap: 9.96 eV
E_LUMO: -0.64 eV
structure (SMILES): C[N+](=O)[O-].C[N+](=O)[O-].C[N+](=O)[O-].C[N+](=O)[O-].C[N+](=O)[O-].C[N+](=O)[O-].C[N+](=O)[O-].C[N+](=O)[O-].C[N+](=O)[O-].C[N+](=O)[O-].CCOC(C)=O


2.
Here is a molecular structure, C14H38N6O6Zn from OMol25. Energies are from ωB97M-V/def2-TZVPD.

```
65
Properties=species:S:1:pos:R:3:forces:R:3:nbo_charge:R:1
Zn -8.70285 3.16485 -6.60795 -1.032 1.044 0.300 1.744
C -10.55609 5.12459 -8.37971 1.210 -3.128 3.017 0.773
O -9.87734 4.28055 -7.80606 1.452 -1.635 -0.369 -0.823
N -11.66897 5.48707 -7.88957 -3.958 1.272 1.908 -0.800
N -10.30832 5.73965 -9.43605 2.669 2.875 -6.979 -0.781
H -11.91449 5.06572 -7.00510 -0.510 0.663 0.036 0.431
H -11.88504 6.37767 -8.31413 -1.652 0.069 1.417 0.409
H -9.46026 5.66710 -9.97979 -0.021 -0.202 0.296 0.425
H -11.07489 6.17036 -9.93300 0.329 0.137 -0.124 0.414
C -9.03104 5.80380 -4.55215 1.193 -3.444 1.163 0.785
O -9.03689 4.74144 -5.20272 0.197 0.294 0.408 -0.812
N -8.43244 6.06670 -3.42925 3.939 -2.462 3.428 -0.794
N -9.71974 6.82484 -4.73441 -5.463 5.373 -4.838 -0.764
H -8.70178 6.87630 -2.88878 0.617 -0.621 0.301 0.414
H -7.79178 5.36618 -3.08440 -0.079 0.504 0.627 0.402
H -9.54754 7.67013 -4.20912 -0.394 -0.023 -0.665 0.414
H -10.21085 6.87268 -5.61567 -0.309 0.522 0.260 0.395
C -13.36183 4.38603 -5.06820 -0.767 -0.391 1.131 -0.264
O -12.10961 3.73234 -5.07169 1.130 0.327 -0.001 -0.599
C -11.92253 2.57919 -4.18831 -0.179 0.890 -1.989 -0.084
C -10.48345 2.13675 -4.50290 1.237 -0.563 1.263 -0.256
N -10.24156 2.07628 -5.96396 -3.000 -1.221 -0.326 -0.780
C -10.60407 0.74489 -6.48947 0.814 0.225 -1.151 -0.249
C -10.78679 0.70462 -8.07860 -1.008 -0.155 2.266 -0.136
O -11.85086 1.69504 -8.49860 0.772 -1.692 -1.001 -0.016
C -12.68506 1.21613 -9.57156 0.020 0.668 -0.374 -0.331
H -13.31300 5.41069 -5.43670 0.491 -0.056 0.005 0.197
H -13.69134 4.42560 -4.02995 -0.377 0.253 -0.041 0.207
H -14.12227 3.86798 -5.65254 0.006 -0.267 -0.075 0.184
H -12.63983 1.89524 -4.64195 -0.089 -0.814 0.754 0.178
H -12.15777 2.79014 -3.14511 0.232 -0.004 -0.047 0.241
H -10.24502 1.15341 -4.09758 -0.255 -0.028 0.425 0.214
H -9.69496 2.81125 -4.16909 -0.610 0.239 0.643 0.243
H -11.13806 2.51712 -6.11244 0.060 1.627 -1.575 0.432
H -11.47812 0.37748 -5.95174 -0.349 -0.116 -0.482 0.234
H -9.81207 0.03454 -6.25231 0.037 -0.154 -0.312 0.235
H -11.05785 -0.32711 -8.30257 -0.701 0.106 -0.432 0.256
H -9.89743 0.86662 -8.68760 0.127 0.934 0.077 0.282
H -13.19924 0.34188 -9.17230 -0.233 -0.293 0.059 0.293
H -12.14014 0.90531 -10.46293 1.021 -0.696 0.232 0.287
H -13.33066 1.95318 -10.04911 -0.249 0.513 1.235 0.271
C -7.18690 5.68061 -7.45427 0.821 1.346 2.078 -0.283
O -7.17783 4.33572 -6.95822 -0.674 2.488 -1.104 -0.652
C -5.95266 3.80242 -6.48437 -1.101 0.032 -0.767 -0.097
C -6.37171 3.04312 -5.22887 0.712 -1.570 0.625 -0.263
N -7.47445 1.96044 -5.45140 3.134 1.365 0.362 -0.749
C -7.05663 0.83095 -6.24965 -2.011 -0.641 -2.212 -0.254
C -7.09267 1.12760 -7.81883 1.492 -1.009 1.193 -0.110
O -7.90059 2.24256 -8.27701 1.350 -1.793 0.096 -0.632
C -7.74080 2.41384 -9.69446 -2.569 0.139 -0.868 -0.274
H -6.39541 5.94614 -8.15509 -0.399 -0.679 -0.703 0.221
H -6.90847 6.30917 -6.60841 0.373 0.113 0.442 0.194
H -8.16789 6.12863 -7.61247 -0.077 -1.023 -0.820 0.213
H -5.20915 4.58097 -6.31361 -0.049 -0.078 0.390 0.241
H -5.71960 3.29786 -7.42203 1.382 -1.073 0.846 0.212
H -6.76154 3.69957 -4.45092 -0.093 0.282 -0.467 0.228
H -5.48207 2.60378 -4.77765 0.049 -0.379 -0.087 0.235
H -7.61542 1.43148 -4.60262 -0.423 1.186 1.006 0.414
H -7.85871 0.13812 -5.99515 -0.342 -0.342 -0.647 0.186
H -6.24275 0.17825 -5.93389 1.003 0.916 -0.201 0.250
H -7.38139 0.17974 -8.27303 -0.328 0.122 -0.387 0.203
H -6.04937 1.27350 -8.09872 -0.076 0.272 -0.351 0.215
H -8.63699 2.95617 -9.99584 -0.144 0.373 0.172 0.195
H -7.93928 1.45754 -10.17840 0.829 -0.228 -0.068 0.199
H -6.95164 2.99344 -10.17341 0.826 -0.385 1.004 0.236
```
Forces are in eV/Å.

Properties
charge: +3
HOMO-LUMO gap (alpha / beta): 10.48 / 3.98 eV
E_LUMO (alpha / beta): -7.62 / -14.11 eV
2S+1: 2


3.
Here is a molecular structure, C14H3Cl32IN3O4PS2 from OMol25. Energies are from ωB97M-V/def2-TZVPD.

```
60
Properties=species:S:1:pos:R:3:forces:R:3:nbo_charge:R:1
O 0.63719 -2.27131 -0.61158 -1.002 -0.026 -0.134 -0.189
N -0.26972 -2.13264 -1.32881 1.041 -1.710 1.232 0.421
O -0.08007 -0.97835 -2.14029 -0.969 2.679 -0.291 -0.419
C -0.32269 0.19190 -1.42978 1.535 1.484 0.950 0.303
C 0.76783 0.99459 -0.93352 -2.499 1.032 0.921 -0.471
P 2.57643 0.64697 -1.16393 1.041 -0.507 -1.058 1.748
O 3.34508 0.50756 0.31896 -0.833 1.527 -2.105 -0.955
O 3.22397 2.05919 -1.83664 -1.550 -1.151 1.334 -0.971
S 3.00360 -0.80623 -2.34432 -1.144 0.216 0.171 -0.522
C 0.40826 2.28250 -0.16890 -1.802 -0.079 -1.260 -0.232
C -0.93934 2.73475 0.06337 1.379 -1.563 -0.964 -0.174
I -1.29607 4.57614 1.08228 0.419 -1.106 -0.489 0.217
C -2.06797 1.89920 -0.44138 0.166 -1.129 -0.695 0.062
N -3.43440 2.08233 -0.36701 2.287 -1.890 -0.941 -0.568
S -4.08675 0.75276 -1.12099 1.421 0.480 -0.433 0.939
N -2.78414 -0.14841 -1.61893 0.772 4.290 1.596 -0.584
C -1.72951 0.62316 -1.17439 0.777 -0.323 -0.250 0.125
H 3.84447 1.34368 0.45091 -0.204 -0.542 0.240 0.512
H 2.70334 2.15800 -2.66123 0.550 0.120 0.316 0.509
H 1.26470 2.92406 0.23332 -1.920 -0.860 -1.905 0.258
C -5.10680 5.54386 -0.52459 0.037 -0.068 0.030 -0.217
Cl -3.60529 5.29660 -1.43771 -0.403 0.141 -0.141 0.051
Cl -5.38259 7.28154 -0.30602 0.032 -0.158 -0.039 0.054
Cl -6.46386 4.83833 -1.42127 0.131 0.040 0.081 0.052
Cl -4.98190 4.76553 1.06088 -0.078 0.195 -0.186 0.062
C 2.15185 3.32793 3.48313 0.139 -0.073 0.320 -0.214
Cl 0.62789 3.99248 4.08111 0.281 -0.171 -0.020 0.067
Cl 3.28141 4.65070 3.14271 -0.121 -0.161 -0.019 0.054
Cl 2.84997 2.25332 4.71130 -0.035 -0.081 -0.338 0.057
Cl 1.85845 2.40166 1.98633 0.733 0.317 2.523 0.058
C 1.37180 5.10287 7.96407 0.064 0.047 0.013 -0.219
Cl -0.10346 4.22337 7.52510 0.137 0.078 0.094 0.053
Cl 2.70320 4.59699 6.90728 -0.181 0.219 0.341 0.054
Cl 1.09848 6.84443 7.77754 0.016 -0.177 0.005 0.054
Cl 1.78896 4.74737 9.64939 -0.046 0.034 -0.175 0.057
C -4.10092 -3.98580 -0.43498 -0.161 0.022 0.152 -0.219
Cl -3.67804 -2.32446 -0.89232 -0.219 -1.372 0.254 0.068
Cl -5.48241 -4.53523 -1.40226 0.145 0.038 0.097 0.045
Cl -2.70779 -5.04175 -0.73498 -0.690 0.717 0.137 0.044
Cl -4.52647 -4.03964 1.28755 0.026 -0.008 -0.147 0.040
C 0.51197 -7.51403 -2.43127 0.116 0.062 0.057 -0.215
Cl 2.06548 -6.93007 -1.81091 -0.755 -0.051 0.236 0.058
Cl 0.48105 -9.28554 -2.37664 0.010 0.189 -0.011 0.053
Cl -0.80377 -6.86805 -1.43162 0.631 -0.656 -0.305 0.051
Cl 0.30177 -6.97047 -4.10513 -0.213 -0.031 0.194 0.053
C -7.72251 1.45725 1.46166 -0.145 0.078 0.055 -0.215
Cl -6.21438 1.24680 0.54407 -0.918 0.076 0.707 0.035
Cl -8.03110 3.18373 1.71135 -0.019 -0.231 -0.020 0.058
Cl -9.06749 0.74224 0.55576 0.160 0.067 0.079 0.056
Cl -7.57197 0.65060 3.03194 0.016 0.076 -0.183 0.057
C 4.87613 -6.55928 -3.75137 -0.074 0.029 -0.122 -0.221
Cl 6.35983 -6.79487 -4.69293 -0.124 0.026 0.115 0.056
Cl 4.60684 -4.82642 -3.49956 -0.126 -0.359 -0.085 0.065
Cl 3.50179 -7.25199 -4.63111 0.490 0.019 -0.192 0.054
Cl 5.03984 -7.36571 -2.18058 0.453 0.039 -0.161 0.053
C 7.06161 -1.25825 -2.32350 0.039 0.121 0.201 -0.218
Cl 8.65107 -0.73289 -1.73004 -0.070 -0.049 -0.098 0.041
Cl 6.96713 -3.02701 -2.27419 0.134 0.345 0.055 0.054
Cl 5.78888 -0.57414 -1.30233 1.108 -0.207 0.112 0.067
Cl 6.84117 -0.70185 -3.99301 0.015 -0.064 0.154 0.049
```
Forces are in eV/Å.

Properties
charge: 0
HOMO-LUMO gap: 6.84 eV
E_LUMO: -1.90 eV


no.,F_max (eV/A)
1,1.61
2,9.06
3,4.64